Entry 1:
A 12-piece molecular cluster, C65H134F15N7O15S5 overall at a distorted geometry. Source: OMol25; level of theory: ωB97M-V with the def2-TZVPD basis set.

The geometry in ORCA input format:
```
! wB97M-V def2-TZVPD RIJCOSX def2/J DEFGRID3
* xyz 2 1
C -6.6537 2.3045 6.8207
C -8.0200 1.9349 6.1084
C -8.6774 3.1291 5.3758
N -10.0138 2.7770 4.6917
C -11.0604 2.4284 5.7815
C -10.5164 4.0291 3.8858
C -11.6278 3.4234 2.9048
C -10.8814 2.1832 2.3805
C -9.8997 1.7644 3.4818
H -6.1586 1.5087 7.3772
H -6.8010 3.1009 7.5501
H -6.0393 2.5618 5.9580
H -8.6599 1.5231 6.8888
H -7.9687 1.2151 5.2915
H -7.9239 3.4501 4.6566
H -8.6780 3.9835 6.0527
H -10.9383 3.2260 6.5143
H -10.5537 1.5642 6.2112
H -12.1056 2.2560 5.5248
H -10.8559 4.6429 4.7201
H -9.6233 4.4338 3.4097
H -12.5334 3.0695 3.3975
H -11.9271 4.2047 2.2062
H -11.4917 1.3487 2.0353
H -10.3020 2.4069 1.4847
H -10.1192 0.7208 3.7071
H -8.8390 1.6785 3.2457
C 10.1766 7.1506 -7.2466
C 10.2976 5.6824 -6.7225
C 11.6277 4.9357 -7.2651
N 11.5695 3.3877 -7.0142
C 11.0145 3.0579 -5.6612
C 12.9658 2.7322 -7.1165
C 12.7242 1.2707 -7.5793
C 11.2398 1.2038 -8.0864
C 10.8084 2.7063 -8.1919
H 10.8343 7.9067 -6.8179
H 9.1824 7.5956 -7.2061
H 10.5891 7.2442 -8.2512
H 9.4577 5.1277 -7.1408
H 10.3302 5.6322 -5.6342
H 12.5424 5.2934 -6.7925
H 11.6122 5.0666 -8.3471
H 9.9491 3.2853 -5.6264
H 11.5819 3.7412 -5.0293
H 11.3480 2.0685 -5.3482
H 13.5848 2.9802 -6.2543
H 13.3715 3.2459 -7.9880
H 12.7562 0.6740 -6.6677
H 13.4977 0.9195 -8.2622
H 10.5869 0.7254 -7.3564
H 11.0629 0.7410 -9.0573
H 9.7729 2.9885 -8.0018
H 11.1028 3.0785 -9.1732
C 5.9193 5.3532 6.6138
C 4.6080 5.8239 7.3363
C 3.9206 6.8957 6.5869
N 2.7079 7.6461 7.2834
C 3.1020 8.3847 8.5707
C 1.5662 6.6841 7.6269
C 0.3013 7.5787 7.8295
C 0.6479 8.8633 7.0287
C 1.9259 8.5763 6.2930
H 6.3903 4.5470 7.1762
H 6.6960 6.1166 6.6579
H 5.7212 4.9388 5.6253
H 4.8950 6.0842 8.3552
H 3.8969 5.0073 7.4609
H 3.4781 6.3475 5.7552
H 4.6086 7.7030 6.3358
H 3.4984 9.3640 8.3025
H 3.8805 7.8065 9.0684
H 2.2846 8.3625 9.2915
H 1.9691 6.1173 8.4663
H 1.5572 6.0287 6.7560
H 0.2685 7.7227 8.9095
H -0.6183 7.1600 7.4207
H 0.7151 9.6649 7.7642
H -0.1327 8.9949 6.2793
H 2.4784 9.4909 6.0773
H 1.8223 8.0697 5.3334
C -4.5666 -5.7649 14.7973
C -4.1082 -6.1164 13.4362
C -5.1924 -6.0699 12.3727
N -4.9682 -6.9856 11.1624
C -3.5893 -6.6591 10.4926
C -3.3903 -7.5477 9.2143
C -4.5468 -7.4470 8.1257
C -5.9189 -7.5534 8.7192
C -6.1179 -6.6393 10.0700
C -5.1000 -8.4263 11.6212
H -3.7904 -5.6874 15.5586
H -5.3798 -6.3575 15.2164
H -4.9345 -4.7391 14.7768
H -3.5044 -7.0136 13.5725
H -3.4161 -5.3393 13.1116
H -5.4399 -5.0684 12.0205
H -6.0722 -6.4666 12.8794
H -3.5854 -5.5762 10.3692
H -2.7702 -6.9499 11.1503
H -2.4277 -7.2302 8.8134
H -3.1646 -8.6052 9.3519
H -4.6049 -6.4517 7.6852
H -4.4991 -8.1014 7.2553
H -6.6740 -7.2247 8.0053
H -6.2107 -8.5423 9.0730
H -5.8708 -5.5900 9.9088
H -7.0891 -6.8105 10.5344
H -4.9824 -9.2581 10.9267
H -6.1377 -8.5903 11.9119
H -4.6915 -8.6424 12.6084
C -3.9905 -9.6291 -6.1523
C -4.8810 -10.8260 -5.7788
C -4.4220 -12.1570 -6.4503
N -5.3482 -13.4511 -6.3922
C -4.5812 -14.7512 -6.6454
C -3.9802 -14.8422 -8.0843
C -5.1382 -14.8237 -9.0776
C -6.0431 -13.6396 -8.8085
C -6.5320 -13.3979 -7.3174
C -5.8301 -13.6589 -4.8632
H -2.9891 -9.9144 -5.8300
H -4.2971 -8.8182 -5.4915
H -4.0293 -9.3005 -7.1908
H -5.9214 -10.5201 -5.8886
H -4.7573 -11.0586 -4.7211
H -3.4527 -12.4318 -6.0345
H -4.2507 -12.0206 -7.5181
H -3.8213 -14.9195 -5.8823
H -5.2883 -15.5515 -6.4273
H -3.2040 -14.1146 -8.3213
H -3.4962 -15.8085 -8.2269
H -4.7848 -14.8304 -10.1087
H -5.6789 -15.7634 -8.9654
H -5.4743 -12.8566 -9.3099
H -6.8834 -13.5456 -9.4963
H -6.9667 -12.4021 -7.2303
H -7.2603 -14.0641 -6.8551
H -4.9793 -13.5393 -4.1924
H -6.4115 -14.5764 -4.7731
H -6.4364 -12.8008 -4.5729
C 4.6337 2.4643 0.6489
C 3.5628 1.4284 0.5884
C 3.9596 0.0860 1.2699
N 2.7487 -0.8631 1.6744
C 1.9323 -0.2669 2.8467
C 0.6245 -1.1298 3.1140
C -0.2212 -1.3151 1.9137
C 0.5624 -1.8302 0.7384
C 1.8235 -0.9311 0.4364
C 3.2379 -2.2901 2.0393
H 4.3199 3.4121 0.2114
H 5.4374 2.1945 -0.0362
H 4.8975 2.8952 1.6148
H 3.3343 1.2710 -0.4657
H 2.7661 1.9200 1.1467
H 4.2235 0.1571 2.3250
H 4.6625 -0.5152 0.6931
H 1.6771 0.7701 2.6288
H 2.6636 -0.2788 3.6549
H 0.0487 -0.7173 3.9425
H 0.7870 -2.1545 3.4480
H -0.5974 -0.3117 1.7146
H -1.1699 -1.8278 2.0727
H -0.1197 -1.7830 -0.1104
H 0.8990 -2.8519 0.9144
H 1.4902 0.0784 0.1959
H 2.4581 -1.2358 -0.3959
H 3.6633 -2.7411 1.1428
H 2.4704 -3.0377 2.2394
H 4.0642 -2.1979 2.7443
C 1.4262 7.0214 -8.2431
C 0.7834 7.6075 -9.5779
C 0.9458 6.6108 -10.7842
N 0.3342 7.1461 -12.2255
C -1.2072 6.7656 -12.1664
C -1.8607 7.1780 -13.4605
C -1.8144 8.7283 -13.7466
C -0.3138 9.2488 -13.7206
C 0.6126 8.6720 -12.5374
C 1.0669 6.3182 -13.3866
H 2.4030 6.5466 -8.3355
H 0.7631 6.2510 -7.8496
H 1.4084 7.7453 -7.4284
H 1.3589 8.5007 -9.8208
H -0.2165 7.9749 -9.3469
H 0.5121 5.6308 -10.5853
H 1.9998 6.4262 -10.9917
H -1.3771 7.5853 -11.4683
H -1.3416 5.7074 -11.9420
H -2.8699 6.7925 -13.3157
H -1.5042 6.6429 -14.3406
H -2.3281 9.3803 -13.0401
H -2.2722 8.8667 -14.7261
H -0.2223 10.3337 -13.7732
H 0.0576 8.8247 -14.6535
H 0.2323 9.1750 -11.6483
H 1.6825 8.8515 -12.6432
H 0.8643 5.2496 -13.3140
H 2.0913 6.5993 -13.1422
H 0.6548 6.6559 -14.3375
C 7.0094 12.1476 1.3713
F 5.9454 11.3251 1.5146
F 7.9864 11.5804 0.5868
F 6.5690 13.3241 0.7743
S 7.8802 12.6275 3.0733
O 8.6265 13.8840 2.8093
O 6.7299 12.8500 3.9646
O 8.7536 11.5123 3.3554
C -4.2020 4.8358 -0.5056
F -4.5218 5.5178 -1.6022
F -5.2683 4.2633 0.0021
F -3.3083 3.8607 -0.8299
S -3.4413 6.0833 0.8226
O -2.2804 6.7509 0.2032
O -4.4960 6.9945 1.1817
O -3.0199 5.2591 1.9651
C 5.0170 -1.8684 11.2643
F 5.2926 -3.0772 11.7437
F 5.4130 -1.0736 12.2203
F 5.7027 -1.5774 10.0839
S 3.1187 -1.4736 11.1111
O 2.5817 -1.8565 12.4758
O 2.9709 0.0005 10.8917
O 2.7094 -2.3388 9.9801
C 2.0250 -3.0193 -7.3651
F 2.7144 -3.9312 -6.7846
F 1.4421 -3.3882 -8.4977
F 1.1100 -2.4569 -6.5198
S 3.4057 -1.6993 -7.6326
O 3.7859 -1.1727 -6.3559
O 4.4692 -2.4744 -8.2387
O 2.9323 -0.6501 -8.5479
C 1.7000 -12.6756 0.5108
F 2.9566 -13.0046 0.7292
F 1.2373 -13.0471 -0.6862
F 0.9201 -13.1994 1.4715
S 1.5028 -10.6706 0.7228
O 0.2708 -10.2786 0.0885
O 1.4590 -10.4041 2.1346
O 2.6376 -10.0899 -0.0505
*
```

Results
highest occupied orbital energy	-8.338	eV
energy relative to the best compared isomer or geometry (same formula, charge and spin)	319.4	kcal/mol
frontier orbital gap	5.43	eV



Entry 2:
C65H63N3O4P2Pd as an isolated structure at a distorted geometry. Source: OMol25; level of theory: ωB97M-V with the def2-TZVPD basis set.

The geometry in ORCA input format:
```
! wB97M-V def2-TZVPD RIJCOSX def2/J DEFGRID3
* xyz -2 1
C 6.2665 -3.8495 2.0185
N 6.0558 -2.5940 1.2886
C 7.2247 -2.0616 0.5987
C 4.7647 -2.1056 0.9871
C 4.4694 -1.6633 -0.3109
C 3.2192 -1.2142 -0.6233
C 2.1961 -1.1473 0.3420
C 0.8919 -0.6368 -0.0082
C 0.6102 -0.0398 -1.2687
C -0.6264 0.5536 -1.6867
C -1.9649 0.0845 -1.4062
C -3.0653 0.7797 -1.9455
C -4.3391 0.3212 -1.7694
C -4.5949 -0.8306 -1.0083
N -5.9079 -1.2678 -0.7764
C -6.2364 -2.0730 0.3986
C -7.0442 -0.8936 -1.6229
C -3.4994 -1.5327 -0.4795
C -2.2195 -1.1108 -0.7106
Pd 0.2849 1.5027 0.1128
P 2.3398 2.6017 -0.1675
C 1.8630 4.3181 -0.4639
C 2.3497 5.3386 0.3222
C 2.0054 6.6491 0.0480
C 1.1624 6.9364 -1.0065
C 0.6499 5.9105 -1.7740
C 0.9980 4.5994 -1.4990
C 3.3852 2.5003 1.2956
C 4.5273 3.2673 1.3326
C 5.3445 3.2350 2.4474
C 5.0081 2.4373 3.5227
C 3.8703 1.6550 3.4742
C 3.0656 1.6736 2.3495
C 3.2690 1.9619 -1.5780
C 4.5267 1.4432 -1.3637
C 5.2311 0.8747 -2.4092
C 4.6716 0.8221 -3.6694
C 3.4128 1.3442 -3.8823
C 2.7136 1.9200 -2.8373
P -1.1541 1.8356 1.9397
C -1.2017 0.4016 3.0435
C -0.8350 0.5254 4.3645
C -0.8862 -0.5725 5.2015
C -1.2876 -1.8000 4.7085
C -1.6460 -1.9260 3.3830
C -1.6182 -0.8175 2.5558
C -0.6689 3.2885 2.8987
C -1.5278 4.3583 2.9916
C -1.1768 5.4640 3.7461
C 0.0375 5.4953 4.4035
C 0.9081 4.4297 4.2928
C 0.5506 3.3269 3.5386
C -2.7946 2.1246 1.2522
C -3.8885 1.4088 1.6919
C -5.1427 1.7004 1.1930
C -5.3016 2.7106 0.2684
C -4.1998 3.4170 -0.1822
C -2.9425 3.1215 0.3149
C 2.4978 -1.5836 1.6501
C 3.7497 -2.0498 1.9584
H 5.3182 -4.2859 2.3274
H 6.7833 -4.5698 1.3872
H 6.8780 -3.6723 2.8984
H 6.9949 -1.0861 0.1770
H 8.0392 -1.9377 1.3049
H 7.5471 -2.7279 -0.1975
H 5.2317 -1.7111 -1.0667
H 3.0245 -0.9173 -1.6371
H 0.1000 -0.7683 0.7230
H 1.4654 0.1380 -1.9224
H -0.5680 1.2987 -2.4864
H -2.8817 1.6924 -2.4902
H -5.1664 0.8816 -2.1701
H -5.4680 -1.9716 1.1623
H -7.1731 -1.7276 0.8293
H -6.3341 -3.1238 0.1327
H -6.7168 -0.4903 -2.5796
H -7.6615 -1.7667 -1.8252
H -7.6491 -0.1479 -1.1139
H -3.6707 -2.4234 0.1019
H -1.3981 -1.7244 -0.3978
H 2.9964 5.1116 1.1523
H 2.4069 7.4465 0.6500
H 0.9046 7.9597 -1.2290
H -0.0103 6.1305 -2.5956
H 0.5913 3.7963 -2.0905
H 4.7742 3.8899 0.4863
H 6.2372 3.8361 2.4743
H 5.6380 2.4227 4.3972
H 3.6021 1.0409 4.3181
H 2.1880 1.0518 2.2898
H 4.9430 1.4534 -0.3703
H 6.2094 0.4629 -2.2354
H 5.2163 0.3713 -4.4831
H 2.9732 1.3040 -4.8641
H 1.7252 2.3130 -3.0012
H -0.5190 1.4835 4.7407
H -0.6282 -0.4674 6.2395
H -1.3142 -2.6556 5.3618
H -1.9522 -2.8836 2.9906
H -1.9576 -0.8873 1.5378
H -2.4750 4.3230 2.4794
H -1.8596 6.2909 3.8299
H 0.3046 6.3529 4.9998
H 1.8581 4.4492 4.8029
H 1.2078 2.4787 3.4774
H -3.7569 0.6488 2.4441
H -6.0015 1.1503 1.5480
H -6.2849 2.9676 -0.0869
H -4.3224 4.2107 -0.8970
H -2.0793 3.6921 0.0076
H 1.7455 -1.5070 2.4202
H 4.0070 -2.3226 2.9682
C -6.7436 -3.6339 6.9551
C -6.2040 -4.5183 5.8456
O -4.8214 -4.3404 5.6653
C -4.3917 -5.0613 4.5742
C -2.9790 -5.0731 4.3611
C -2.3291 -5.7117 3.2989
C -3.0481 -6.2875 2.2290
C -2.4063 -6.9856 1.2462
C -1.0352 -7.1598 1.2895
N -0.3846 -7.9942 0.2905
O 0.8491 -8.0929 0.3135
O -1.0929 -8.5758 -0.5453
C -0.2957 -6.5655 2.3039
C -0.9195 -5.8386 3.2813
O -5.1600 -5.6578 3.8359
H -7.7681 -3.8847 7.2271
H -6.1263 -3.7313 7.8478
H -6.7241 -2.5853 6.6581
H -6.3448 -5.5852 6.0637
H -6.6859 -4.3177 4.8768
H -2.3849 -4.6106 5.1255
H -4.1172 -6.1864 2.2105
H -2.9496 -7.4336 0.4323
H 0.7689 -6.7207 2.3168
H -0.3376 -5.3694 4.0562
*
```

Results
highest occupied orbital energy	-0.156	eV
energy relative to the best compared isomer or geometry (same formula, charge and spin)	16.0	kcal/mol
frontier orbital gap	3.91	eV